Density functional theory data (wB97M-V/def2-TZVPD) for C5H8O as an isolated structure.

- HOMO-LUMO gap (Ha) = 0.3772
- DFT total energy (eV) = -7360.0834
- ΔE to the lowest compared entry with this formula, charge and spin (eV) = 2.172
- M (g/mol) = 84.12

Positions of all 14 atoms, in Å:
O: 0.86 0.52 -1.03
C: 1.80 0.28 0.03
C: -1.08 -1.03 -0.53
C: -1.63 0.39 -0.45
C: -0.20 0.12 -0.17
C: 0.67 0.29 1.07
H: 0.65 -0.51 1.82
H: -2.28 0.63 0.39
H: -1.38 -1.75 0.22
H: 2.28 -0.71 -0.08
H: -1.88 0.88 -1.38
H: 2.57 1.05 0.09
H: 0.57 1.26 1.55
H: -0.96 -1.44 -1.53



Density functional theory data (wB97M-V/def2-TZVPD) for C9H4Cl2ErN2O3Ru as an isolated structure.

- 2S+1 = 9
- HOMO-LUMO gap (alpha / beta) (Ha) = 0.1970 / 0.2162
- DFT total energy (eV) = -73716.3242
- ΔE to the lowest compared entry with this formula, charge and spin (eV) = 0.617
- M (g/mol) = 527.38
- charge = +4
- ⟨S²⟩ = 20.07

Positions of all 22 atoms, in Å:
Er: -0.29 -0.96 -5.58
Ru: 0.05 -1.32 0.54
Cl: -1.10 1.24 -5.06
Cl: 0.17 -2.75 -1.25
O: 0.10 -3.19 -8.33
O: -1.50 -3.22 2.22
O: -0.95 -0.34 -8.93
N: 0.16 0.13 2.02
N: 2.47 1.02 6.21
C: -0.51 1.27 1.77
C: 1.01 1.11 4.05
C: 0.77 0.00 3.23
C: 0.42 2.33 3.73
C: 1.83 1.03 5.23
C: 0.06 -2.61 -7.31
C: -0.94 -2.42 1.56
C: -0.40 2.39 2.60
C: -0.78 -0.32 -7.78
H: -0.96 3.28 2.31
H: 1.02 -1.03 3.50
H: -1.16 1.14 0.90
H: 0.53 3.20 4.37



Density functional theory data (wB97M-V/def2-TZVPD) for C24H45NP2SiV as an isolated structure.

- 2S+1 = 4
- HOMO-LUMO gap (alpha / beta) (Ha) = 0.2031 / 0.2033
- DFT total energy (eV) = -79241.9132
- ΔE to the lowest compared entry with this formula, charge and spin (eV) = 0.000
- M (g/mol) = 488.61
- ⟨S²⟩ = 3.77

Positions of all 74 atoms, in Å:
V: -1.63 -1.29 -0.21
P: 0.11 -1.34 -1.34
P: 1.95 2.21 -2.10
Si: -0.73 -2.82 2.66
N: -1.74 -2.66 1.17
C: 3.71 2.92 -2.50
C: 3.32 1.96 0.31
C: -5.00 -1.86 0.04
C: -1.75 -2.28 4.16
C: -3.10 -2.91 1.06
C: 0.72 1.85 0.40
C: -3.70 -2.38 -0.11
C: 2.11 1.54 -0.33
C: 1.67 0.61 -2.92
C: 1.86 4.39 -0.76
C: -3.92 -3.32 2.15
C: -0.10 2.72 -0.48
C: 1.67 -2.36 -1.12
C: 3.49 3.30 0.91
C: -2.10 0.38 1.13
C: 1.59 3.21 -3.77
C: -5.72 -2.04 1.22
C: -0.19 -4.59 3.03
C: -1.12 -2.47 -2.21
C: 0.83 3.59 -1.32
C: -5.20 -2.79 2.29
C: 2.38 4.36 0.60
C: 0.38 -0.22 -2.70
C: 0.76 -1.69 2.64
H: 2.81 5.36 0.76
H: -1.97 -1.95 -2.68
H: -0.45 -2.97 -2.94
H: -3.19 -2.38 -1.07
H: -3.10 0.10 1.54
H: 2.59 0.01 -2.76
H: -0.68 2.07 -1.15
H: 1.83 4.28 -3.69
H: 1.14 -1.38 1.66
H: 1.80 -2.98 -2.03
H: 2.17 2.81 -4.62
H: 0.10 -4.68 4.09
H: 1.51 -3.02 -0.25
H: -1.55 -3.27 -1.58
H: 1.71 0.96 -3.97
H: -1.47 -2.92 5.01
H: -0.93 -5.39 2.86
H: 3.62 3.13 2.01
H: 4.44 3.74 0.54
H: 0.29 4.14 -2.09
H: 1.61 4.17 1.35
H: -0.52 0.43 -2.81
H: -5.41 -1.32 -0.80
H: 2.06 0.43 -0.59
H: 1.55 -2.29 3.14
H: -6.73 -1.62 1.33
H: 0.62 -0.78 3.24
H: 0.09 0.95 0.63
H: -0.79 3.33 0.08
H: 4.20 1.51 -0.16
H: 3.92 2.63 -3.55
H: 0.34 -0.91 -3.56
H: 2.33 5.14 -1.45
H: 2.62 -1.81 -0.98
H: 0.69 -4.86 2.44
H: 0.53 3.09 -4.00
H: -2.84 -2.35 4.06
H: -2.27 1.27 0.50
H: -1.46 0.62 2.01
H: 3.69 4.02 -2.48
H: -1.53 -1.24 4.43
H: 0.87 2.20 1.42
H: -3.54 -3.96 2.94
H: 4.60 2.65 -1.91
H: -5.82 -2.98 3.18



Density functional theory data (wB97M-V/def2-TZVPD) for a 10-piece molecular cluster, C18H56O10 overall.

- HOMO-LUMO gap (Ha) = 0.3721
- DFT total energy (eV) = -40045.4295
- ΔE to the lowest compared entry with this formula, charge and spin (eV) = 4.590
- M (g/mol) = 432.64

Positions of all 84 atoms, in Å:
O: 3.29 0.88 -4.96
O: -1.49 -1.65 -4.08
O: -2.80 2.11 -3.85
O: -0.73 -4.14 0.58
O: 3.19 1.85 0.54
O: -1.11 2.83 1.36
O: -1.80 1.44 -1.11
O: -0.23 -0.89 4.37
O: 0.94 1.72 2.83
O: 3.58 -0.34 -1.11
C: 1.68 2.60 3.73
C: -2.87 -0.47 -0.05
C: 3.20 2.38 3.80
C: 3.32 -1.68 -0.78
C: -0.34 -0.38 -0.16
C: -1.90 3.20 -3.90
C: 0.06 -5.76 2.22
C: 2.07 1.01 -4.12
C: 1.09 1.97 -4.69
C: 2.57 2.91 -0.24
C: 1.42 -0.36 -4.06
C: 1.07 2.35 5.13
C: -2.39 2.84 2.01
C: -1.69 -0.86 4.25
C: -0.99 -4.68 1.87
C: -2.71 -2.18 -3.75
C: -2.42 -5.13 2.00
C: -1.69 0.01 -0.85
H: 2.90 2.89 -1.28
H: -2.09 -0.91 3.22
H: 0.53 -0.04 -0.84
H: 2.44 1.36 -3.09
H: 3.66 3.03 4.51
H: -1.39 3.15 -2.99
H: 3.96 1.53 -4.71
H: 0.83 -0.55 -4.99
H: 1.55 2.87 5.90
H: -0.35 0.14 0.76
H: 3.39 1.38 4.07
H: -1.75 -0.48 -1.86
H: -3.11 -4.42 1.67
H: 1.06 1.25 5.39
H: -0.81 -3.83 2.53
H: -2.49 4.14 -3.98
H: 2.15 -1.16 -4.06
H: 3.86 -2.46 -1.34
H: 3.17 1.10 -0.09
H: -3.85 -0.23 -0.52
H: 0.73 -0.46 -3.23
H: 0.84 1.68 -5.73
H: 2.70 3.90 0.17
H: 1.48 2.66 -0.21
H: -2.81 -1.60 0.00
H: 1.33 3.04 -4.67
H: 2.25 -1.80 -0.90
H: 4.54 -0.16 -0.83
H: -0.41 2.46 1.88
H: -2.90 -0.22 1.04
H: -2.04 -0.01 4.82
H: 3.60 -1.82 0.27
H: -0.81 -4.84 -0.07
H: -3.28 -2.49 -4.66
H: -0.30 -1.45 0.10
H: -1.67 -0.81 -4.55
H: 0.21 -0.33 3.72
H: -2.50 -6.09 1.50
H: 1.02 -5.26 2.05
H: 0.00 -6.67 1.58
H: -2.42 -2.99 -3.07
H: -1.87 1.90 -0.26
H: -2.67 3.86 2.12
H: 1.42 1.85 1.98
H: -0.03 -6.03 3.23
H: -2.28 2.36 2.97
H: 0.21 1.88 -4.06
H: -1.33 3.08 -4.82
H: -2.67 -5.39 3.05
H: -0.02 2.56 5.05
H: 1.33 3.57 3.50
H: 3.64 2.51 2.76
H: -3.36 -1.47 -3.18
H: -3.10 2.24 1.41
H: -2.08 -1.74 4.74
H: -2.71 1.75 -2.97



Density functional theory data (wB97M-V/def2-TZVPD) for a 5-piece molecular cluster, C37H57BBr2ClF3N4O9PS2 overall.

- HOMO-LUMO gap (Ha) = 0.2572
- DFT total energy (eV) = -256076.3785
- M (g/mol) = 1060.06
- charge = -1

Positions of all 117 atoms, in Å:
Br: 0.40 -3.24 -6.04
Br: 3.61 -3.87 -2.75
Cl: 1.25 -1.11 -0.38
S: -0.56 -1.77 -3.25
S: -6.02 0.21 3.97
P: 2.42 0.25 -1.68
F: 4.48 -1.53 -4.64
F: 2.92 -1.46 -6.14
F: 3.32 0.31 -4.92
O: -1.99 -2.39 -0.76
O: -0.97 0.56 -6.75
O: -3.23 -0.57 -0.51
O: 2.91 -1.13 -2.63
O: -4.68 0.42 1.34
O: -2.64 0.94 2.18
O: 1.88 3.05 -1.69
O: -0.76 -0.30 -5.60
O: 1.04 0.35 -2.83
N: 4.60 2.61 3.29
N: -7.47 4.78 1.44
N: 5.73 -4.58 3.40
N: -6.79 -3.12 1.55
C: -4.51 1.30 0.22
C: 7.01 -4.22 3.07
C: 4.01 0.09 -0.63
C: 5.83 3.19 3.16
C: -4.36 2.77 0.61
C: 3.63 3.56 3.22
C: 2.97 -4.45 -5.68
C: -7.42 5.12 0.12
C: 6.74 -4.05 5.29
C: -3.77 0.51 2.32
C: -1.70 -0.66 -2.44
C: -3.41 0.81 -0.74
C: 3.24 -1.05 -4.88
C: 0.50 0.10 -5.05
C: -7.67 -3.33 0.53
C: 3.86 -0.16 0.88
C: -8.49 -4.37 0.89
C: 1.10 2.18 0.53
C: 5.56 -4.47 4.75
C: 2.07 -3.05 -3.64
C: 2.96 -2.11 2.31
C: 5.64 4.54 3.00
C: -7.93 6.95 1.33
C: -7.04 -4.01 2.56
C: 4.02 -1.64 1.32
C: 1.77 -3.96 -4.86
C: 0.21 3.44 0.54
C: -2.25 -1.27 -1.16
C: -7.70 6.46 0.01
C: -4.26 -0.05 3.63
C: 7.66 -3.89 4.22
C: 2.23 -1.51 -3.80
C: 4.92 1.30 -0.85
C: 4.24 4.77 3.04
C: 0.88 -0.66 -3.75
C: -7.78 5.89 2.19
C: -8.09 -4.80 2.18
B: 1.75 1.94 -0.88
H: -0.25 3.59 1.52
H: 1.24 -0.02 -5.85
H: 0.50 1.34 0.88
H: 1.31 -4.85 -4.44
H: -3.69 0.39 4.45
H: 2.69 -1.32 3.02
H: -0.56 3.35 -0.22
H: 2.59 3.30 3.29
H: -5.17 3.33 0.13
H: -7.19 4.39 -0.63
H: 6.42 5.27 2.87
H: 1.93 2.38 1.21
H: -3.45 3.18 0.19
H: -7.64 -2.73 -0.37
H: -4.45 2.95 1.67
H: -1.32 0.35 -2.33
H: 2.08 -2.47 1.80
H: -5.44 1.21 -0.34
H: 6.92 -3.87 6.34
H: 7.34 -4.23 2.04
H: 3.78 -3.73 -5.68
H: 4.56 -0.77 -1.02
H: 2.68 -4.62 -6.71
H: -0.53 0.08 -7.46
H: -6.51 -1.01 3.77
H: 0.81 4.32 0.32
H: 3.96 -2.25 0.42
H: -7.31 3.86 1.81
H: -7.86 5.83 3.26
H: -3.71 1.03 -1.76
H: 5.11 1.48 -1.91
H: 3.74 5.72 2.94
H: 3.15 1.11 -2.58
H: 5.03 -4.87 2.74
H: 8.69 -3.57 4.29
H: -4.07 -1.12 3.60
H: 3.35 -5.36 -5.24
H: -6.45 -4.00 3.46
H: 0.43 1.16 -4.82
H: -2.48 1.35 -0.55
H: 5.89 1.07 -0.41
H: 3.34 -2.94 2.91
H: 5.01 -1.76 1.75
H: -8.17 7.96 1.61
H: 4.61 -4.70 5.20
H: -7.73 7.02 -0.90
H: 2.81 3.13 -1.94
H: 4.44 1.62 3.41
H: -8.52 -5.59 2.76
H: 4.55 2.19 -0.34
H: 2.95 0.26 1.30
H: 6.73 2.60 3.18
H: -6.07 -2.42 1.55
H: -2.57 -0.60 -3.10
H: 4.69 0.37 1.36
H: 1.28 -3.20 -2.91
H: -9.29 -4.78 0.29



Density functional theory data (wB97M-V/def2-TZVPD) for a 2-piece molecular cluster, C2H2N2O overall.

- HOMO-LUMO gap (Ha) = 0.4097
- DFT total energy (eV) = -7129.6668
- ΔE to the lowest compared entry with this formula, charge and spin (eV) = 4.177
- M (g/mol) = 70.05

Positions of all 7 atoms, in Å:
O: 1.84 1.15 0.93
N: 1.14 0.97 -0.02
N: 0.34 -2.06 -0.38
C: 0.54 1.03 -1.02
C: 1.34 -1.54 -0.28
H: 0.08 1.38 -1.87
H: 2.30 -1.05 -0.15



Density functional theory data (wB97M-V/def2-TZVPD) for C29H36AsN3O5PS2V as an isolated structure.

- 2S+1 = 4
- HOMO-LUMO gap (alpha / beta) (Ha) = 0.2766 / 0.2761
- DFT total energy (eV) = -162845.5067
- ΔE to the lowest compared entry with this formula, charge and spin (eV) = 0.253
- M (g/mol) = 727.60
- charge = +1
- ⟨S²⟩ = 3.77

Positions of all 78 atoms, in Å:
As: 1.08 2.72 -0.62
V: 1.07 0.28 -0.06
S: 3.25 0.35 -0.77
S: -1.60 -4.81 1.24
P: -1.95 0.21 1.47
O: 2.67 -4.37 3.15
O: -1.95 -3.43 0.98
O: -0.94 0.21 0.34
O: -0.64 -5.10 2.27
O: 2.29 -5.92 1.70
N: 1.00 -4.00 0.05
N: 1.22 -1.82 0.29
N: 2.26 -4.77 2.09
C: -0.28 5.29 -0.27
C: 3.78 2.02 -1.04
C: -0.99 -5.50 -0.29
C: 0.51 -5.28 -0.46
C: 0.34 3.14 -4.74
C: -0.73 6.37 0.48
C: 1.86 -2.43 1.34
C: -0.10 -2.57 -1.69
C: -2.89 -7.18 1.88
C: 0.23 2.87 -2.36
C: -1.14 2.67 -2.45
C: -1.32 -0.63 2.92
C: 5.13 2.25 -1.33
C: 0.42 4.26 0.34
C: 0.97 3.10 -3.51
C: 1.71 -3.77 1.21
C: 0.70 -2.78 -0.46
C: 0.22 5.40 2.46
C: 2.92 3.12 -0.98
C: 4.74 4.62 -1.45
C: 0.66 4.32 1.71
C: -3.48 -0.60 0.95
C: 3.40 4.41 -1.17
C: 5.60 3.53 -1.53
C: -1.03 2.96 -4.83
C: -3.11 -5.70 1.59
C: -2.36 1.89 1.95
C: -1.78 2.72 -3.68
C: -0.48 6.43 1.84
H: 1.06 -6.05 0.06
H: -1.06 -1.65 2.65
H: -3.12 1.89 2.74
H: 0.24 -3.22 -2.50
H: -3.78 -5.52 0.75
H: -1.16 -2.77 -1.49
H: 0.92 3.33 -5.64
H: -1.52 3.00 -5.79
H: -3.79 -7.60 2.32
H: 2.40 -1.88 2.09
H: 1.22 3.52 2.20
H: 2.04 3.25 -3.45
H: 6.65 3.69 -1.74
H: -3.36 -0.90 -0.09
H: -2.74 2.43 1.09
H: -3.65 -1.50 1.55
H: 5.80 1.40 -1.38
H: -2.07 -7.31 2.60
H: -1.73 2.48 -1.55
H: 0.43 5.45 3.52
H: -0.44 -0.10 3.29
H: -2.85 2.58 -3.75
H: -1.18 -6.57 -0.28
H: 0.77 -5.34 -1.52
H: 2.72 5.25 -1.11
H: -1.26 7.17 -0.01
H: -0.01 -1.54 -2.01
H: 5.11 5.63 -1.60
H: -0.47 5.26 -1.34
H: -1.46 2.40 2.31
H: -4.33 0.07 1.04
H: -2.66 -7.75 0.98
H: -3.50 -5.17 2.45
H: -2.08 -0.64 3.71
H: -1.58 -5.05 -1.09
H: -0.82 7.27 2.42



Density functional theory data (wB97M-V/def2-TZVPD) for a 8-piece molecular cluster, C18H50NO13 overall.

- 2S+1 = 2
- HOMO-LUMO gap (alpha / beta) (Ha) = 0.3503 / 0.1076
- DFT total energy (eV) = -47574.4100
- M (g/mol) = 488.59
- ⟨S²⟩ = 0.76

Positions of all 82 atoms, in Å:
O: -0.57 0.04 -1.50
O: 6.02 -2.12 0.77
O: -2.99 1.59 1.72
O: -2.61 0.55 -3.31
O: -0.72 0.67 0.54
O: -2.31 -1.36 1.75
O: -0.02 -1.59 5.14
O: 3.26 -1.67 -0.04
O: 0.31 -2.50 -2.74
O: 0.69 -0.85 0.03
O: -0.71 -3.35 2.83
O: 3.74 1.98 -3.73
O: 1.72 1.70 1.79
N: -0.18 -0.02 -0.34
C: 0.41 -1.37 3.82
C: 4.91 -2.10 1.64
C: 2.58 2.61 -3.19
C: 1.33 3.12 2.10
C: -3.30 0.59 2.77
C: -0.75 -4.35 -3.68
C: -3.61 -0.78 2.18
C: -0.95 -3.05 -2.92
C: -3.85 0.57 -2.76
C: 2.89 4.10 -3.04
C: -1.54 -3.36 -1.55
C: 0.55 -2.73 3.11
C: -3.99 -0.61 -1.85
C: 0.88 3.80 0.79
C: 2.36 1.90 -1.84
C: 3.80 -1.12 1.16
C: -3.94 1.88 -1.91
C: 0.23 3.02 3.11
H: 3.79 2.26 -4.64
H: -5.01 -0.71 -1.46
H: -3.42 2.74 -2.32
H: -0.17 -4.19 -4.59
H: -1.69 -4.82 -3.94
H: -0.64 2.55 2.66
H: -0.39 -0.90 3.25
H: -1.29 -2.70 2.43
H: 0.39 4.76 0.92
H: -3.47 1.81 -0.93
H: -2.20 1.27 1.27
H: -3.25 -0.58 -1.06
H: 3.04 -1.09 1.94
H: 4.53 -3.11 1.75
H: 5.22 -1.92 2.67
H: 3.77 4.15 -2.40
H: -4.99 2.16 -1.88
H: 6.75 -1.81 1.31
H: 0.23 -1.74 -2.16
H: -3.76 -1.43 -2.53
H: -1.94 0.35 -2.64
H: -4.14 -1.28 2.99
H: 0.98 1.26 1.36
H: -1.61 -2.33 -3.41
H: -2.42 -4.00 -1.57
H: 0.21 3.31 0.09
H: 3.28 1.70 -1.28
H: -0.26 -5.11 -3.07
H: 1.81 2.45 -3.95
H: -4.30 -0.85 1.34
H: 2.41 -1.23 -0.08
H: -0.82 -3.82 -0.87
H: 1.99 0.90 -2.08
H: 3.00 4.54 -4.03
H: -1.83 -0.64 1.33
H: 4.04 -0.05 1.12
H: 1.38 -0.89 3.80
H: 1.12 -2.59 2.19
H: 1.10 -3.47 3.69
H: 2.02 4.55 -2.58
H: 2.28 3.58 2.38
H: 0.04 3.99 3.57
H: -1.81 -2.43 -1.04
H: -4.11 1.01 3.37
H: 1.72 2.42 -1.12
H: 0.57 2.43 3.97
H: 1.71 4.06 0.12
H: -0.56 -0.86 5.45
H: -2.39 0.50 3.37
H: -4.56 0.61 -3.58



Density functional theory data (wB97M-V/def2-TZVPD) for C2H5N3O2 in the gas phase.

- HOMO-LUMO gap (Ha) = 0.3769
- DFT total energy (eV) = -10720.0778
- ΔE to the lowest compared entry with this formula, charge and spin (eV) = 1.732
- M (g/mol) = 103.08

Positions of all 12 atoms, in Å:
O: 0.30 1.52 -0.26
O: -1.36 -1.43 -1.06
N: -2.16 0.40 0.13
N: 2.35 -0.20 0.51
N: 1.03 -0.58 0.20
C: 0.09 0.32 -0.13
C: -1.22 -0.34 -0.56
H: -3.12 0.10 0.12
H: 2.98 -0.46 -0.25
H: 0.78 -1.54 0.43
H: -2.01 1.39 0.27
H: 2.35 0.82 0.58